Formula: C20H24N6O4S
Source: OMol25
Level of theory: wB97M-V/def2-TZVPD

Values from the calculation:
SMILES string: CCCCOc1ccc(-c2nnn(CC(=O)Nc3ncc(CC(=O)OCC)s3)n2)cc1
LUMO level: 0.4 eV
Relative energy (zero: lowest compared OMol25 entry of this formula, charge and spin): 77.6 kcal per mole
Calculated total energy: -1804.21811 a.u.
M: 444.5 g mol⁻¹
HOMO energy: -8.43 eV
Gap between HOMO and LUMO: 8.803 eV

```
! wB97M-V def2-TZVPD RIJCOSX def2/J DEFGRID3
* xyz 0 1
C 4.152 1.033 3.458
C 2.894 0.796 4.284
C 2.512 -0.682 4.319
C 1.214 -0.916 5.096
O 0.112 -0.227 4.538
C -0.347 -0.583 3.311
C -0.062 -1.781 2.659
C -0.535 -2.005 1.383
C -1.308 -1.046 0.736
C -1.663 0.118 1.418
C -1.184 0.347 2.687
H -1.429 1.253 3.219
H -2.297 0.842 0.931
C -1.646 -1.210 -0.656
N -2.416 -0.382 -1.360
N -2.302 -0.855 -2.582
N -1.530 -1.908 -2.651
N -1.113 -2.154 -1.463
C -2.862 -0.223 -3.738
C -3.285 1.217 -3.477
O -4.358 1.643 -3.823
N -2.388 2.033 -2.841
C -1.137 1.728 -2.365
N -0.308 0.910 -2.908
C 0.810 0.754 -2.159
C 0.865 1.475 -1.008
S -0.576 2.437 -0.854
C 1.930 1.500 0.036
C 2.772 0.240 -0.097
O 3.852 0.195 -0.619
O 2.137 -0.798 0.437
C 2.727 -2.092 0.264
C 2.336 -2.696 -1.076
H 2.808 -2.145 -1.886
H 2.669 -3.729 -1.120
H 1.256 -2.663 -1.206
H 2.341 -2.689 1.091
H 3.815 -1.997 0.345
H 2.576 2.373 -0.089
H 1.470 1.524 1.026
H 1.568 0.082 -2.514
H -2.769 2.933 -2.569
H -2.104 -0.247 -4.527
H -3.750 -0.769 -4.076
H -0.302 -2.922 0.866
H 0.534 -2.542 3.139
H 1.001 -1.989 5.181
H 1.303 -0.504 6.105
H 3.306 -1.262 4.794
H 2.394 -1.040 3.294
H 3.055 1.153 5.304
H 2.064 1.366 3.862
H 4.994 0.491 3.883
H 4.012 0.694 2.433
H 4.401 2.091 3.436
*
```